Density functional theory data (ωB97M-V with the def2-TZVPD basis set) for a molecular structure, C47H84N12Os.

Results
HOMO energy ... -12.2 eV
Relative energy (zero: lowest compared OMol25 entry of this formula, charge and spin) ... 0.00 kJ/mol
Charge ... +2
HOMO-LUMO gap ... 0.267 hartree

Each line ends with the Mulliken charge.
Cartesian coordinates (Å):
Os (-0.76982, -0.27827, 0.39110)  3.490
C (2.77565, -2.45065, -4.64184)  -1.199
N (3.13387, -1.66456, -3.46864)  1.282
C (4.51828, -1.86896, -3.05743)  -1.134
C (2.71633, -0.29744, -3.36169)  -2.247
N (2.09084, 0.00467, -2.29513)  1.233
C (1.57190, 1.35018, -2.13939)  0.259
C (1.55406, 1.82708, -0.69620)  -1.724
N (0.32816, 1.57815, 0.15796)  0.907
C (0.84232, 1.85571, 1.52549)  -0.343
C (-0.21026, 1.80570, 2.57865)  -1.434
N (-0.95053, 0.55135, 2.43034)  0.501
C (-1.62335, 0.22682, 3.51495)  -1.359
N (-2.08147, -1.03527, 3.75492)  1.116
C (-1.23735, -2.19302, 3.53290)  -1.093
C (-3.23713, -1.27337, 4.61191)  -1.267
N (-1.87516, 1.16156, 4.48755)  0.706
C (-1.67405, 0.85204, 5.89619)  -1.176
C (-2.54937, 2.41766, 4.21327)  -1.064
C (-0.66378, 2.60248, -0.29288)  -1.360
C (-2.10756, 2.35902, 0.10636)  -1.258
N (-2.40431, 0.93923, -0.01596)  0.758
C (-3.57702, 0.53185, -0.38341)  -1.230
N (-4.58152, 1.46379, -0.67535)  0.931
C (-5.32872, 1.88440, 0.50941)  -0.887
C (-5.41239, 1.40946, -1.86849)  -1.229
N (-3.81646, -0.81732, -0.37194)  0.544
C (-4.59590, -1.53278, -1.37844)  -0.649
C (-3.02906, -1.62333, 0.53091)  -2.698
N (3.04348, 0.68216, -4.32034)  0.764
C (4.15602, 1.55562, -3.93721)  -0.980
C (3.04009, 0.38833, -5.74601)  -1.131
H (2.87934, -3.50732, -4.38333)  0.339
H (3.40548, -2.26546, -5.51637)  0.331
H (1.73251, -2.27918, -4.91304)  0.337
H (4.66450, -2.91347, -2.77110)  0.352
H (4.73848, -1.23655, -2.20196)  0.248
H (5.23993, -1.64141, -3.85404)  0.327
H (0.56266, 1.35471, -2.55252)  -1.108
H (2.13118, 2.08269, -2.72495)  0.861
H (1.68770, 2.91299, -0.68689)  1.013
H (2.41011, 1.41261, -0.17779)  -0.581
H (1.35634, 2.82197, 1.54353)  0.752
H (1.57105, 1.07366, 1.73280)  -1.117
H (-0.84774, 2.68817, 2.53252)  0.300
H (0.28733, 1.84818, 3.55060)  0.909
H (-0.61328, -2.39792, 4.40776)  0.589
H (-0.58594, -2.02608, 2.68394)  -0.386
H (-1.86593, -3.06291, 3.34006)  0.504
H (-3.92197, -0.42964, 4.56782)  0.379
H (-2.96485, -1.45991, 5.65276)  0.431
H (-3.75694, -2.15688, 4.23899)  0.287
H (-1.09290, 1.65378, 6.35514)  0.381
H (-1.10711, -0.07118, 6.00032)  0.289
H (-2.61713, 0.76140, 6.44126)  0.360
H (-2.88965, 2.44377, 3.18068)  0.155
H (-1.90938, 3.28415, 4.40062)  0.311
H (-3.42911, 2.50258, 4.85611)  0.402
H (-0.61288, 2.61150, -1.37660)  0.836
H (-0.33747, 3.59038, 0.04793)  0.191
H (-2.74646, 2.95162, -0.54670)  0.928
H (-2.31258, 2.69276, 1.12199)  0.318
H (-4.68213, 1.87033, 1.38599)  0.102
H (-6.18495, 1.22805, 0.70663)  0.350
H (-5.69716, 2.90148, 0.36880)  0.346
H (-4.82741, 1.12718, -2.74370)  0.331
H (-5.80051, 2.41293, -2.04583)  0.332
H (-6.27171, 0.73654, -1.76979)  0.408
H (-5.35625, -2.15111, -0.89842)  0.352
H (-3.94042, -2.16985, -1.97781)  0.222
H (-5.08909, -0.84291, -2.05197)  0.060
H (-3.03035, -1.17012, 1.51265)  0.657
H (-1.98742, -1.89059, 0.16620)  1.063
H (-3.49044, -2.60456, 0.62854)  0.755
H (4.17317, 1.70112, -2.85746)  0.249
H (4.04316, 2.52968, -4.41643)  0.365
H (5.12359, 1.13778, -4.24104)  0.363
H (2.20440, -0.25384, -6.01055)  0.379
H (3.97230, -0.07039, -6.09610)  0.269
H (2.91227, 1.33025, -6.28133)  0.315
C (0.14011, -5.00761, 2.95249)  -2.097
C (0.81473, -4.09638, 1.91763)  2.510
C (1.80189, -4.95558, 1.10777)  -1.281
C (1.59598, -2.93056, 2.50296)  -0.039
C (2.22151, -3.12418, 3.73094)  -0.231
C (3.10632, -2.19446, 4.24979)  -1.810
C (3.46431, -1.11319, 3.47084)  -0.525
C (2.89100, -0.89504, 2.21897)  0.688
C (3.58855, 0.08511, 1.29529)  1.988
C (4.90832, -0.55925, 0.84241)  -1.897
C (3.88245, 1.45481, 1.92346)  -1.516
C (1.85810, -1.73943, 1.79972)  -1.545
N (1.05908, -1.43577, 0.59831)  0.955
C (1.49157, -1.86596, -0.51182)  -0.069
C (0.58771, -1.86128, -1.65938)  -1.465
N (-0.55855, -1.30790, -1.60117)  1.152
C (-1.47228, -1.80953, -2.64900)  -0.801
C (-1.89381, -1.05000, -3.75677)  0.021
C (-2.61192, -1.69268, -4.76555)  -0.427
C (-2.93831, -3.03222, -4.71301)  -1.650
C (-2.53829, -3.76028, -3.61278)  0.099
C (-1.80555, -3.18034, -2.57983)  0.530
C (-1.44785, -4.11588, -1.43273)  2.192
C (-2.69530, -4.78244, -0.83680)  -1.703
C (-0.46604, -5.20304, -1.89235)  -1.442
C (-1.55030, 0.39751, -4.06398)  0.385
C (-0.12351, 0.47627, -4.61849)  -0.767
C (-1.80973, 1.34030, -2.90851)  -0.260
H (-0.64367, -5.59662, 2.47301)  0.266
H (-0.30126, -4.46725, 3.78703)  0.470
H (0.85544, -5.71922, 3.36864)  0.579
H (0.05217, -3.70727, 1.24259)  -0.950
H (2.66137, -5.20413, 1.73301)  0.383
H (2.17740, -4.44423, 0.21852)  0.013
H (1.33692, -5.88992, 0.79149)  0.523
H (2.02309, -4.03225, 4.28486)  0.420
H (3.56565, -2.35238, 5.21738)  0.497
H (4.24736, -0.44634, 3.81032)  0.479
H (2.97027, 0.19516, 0.40408)  -0.822
H (5.55844, -0.72519, 1.70269)  0.438
H (5.43794, 0.09233, 0.14347)  0.518
H (4.74309, -1.52744, 0.36715)  0.269
H (4.81119, 1.42252, 2.49461)  0.520
H (3.09710, 1.78758, 2.60324)  0.408
H (4.01586, 2.21516, 1.15034)  0.374
H (2.46798, -2.32759, -0.61835)  0.843
H (0.87732, -2.47148, -2.51104)  0.737
H (-2.91234, -1.10806, -5.62669)  0.463
H (-3.48331, -3.50122, -5.52228)  0.459
H (-2.79026, -4.81110, -3.55123)  0.401
H (-0.96414, -3.54083, -0.64568)  -1.498
H (-3.06938, -5.57062, -1.49214)  0.496
H (-3.51267, -4.07720, -0.68278)  0.306
H (-2.45076, -5.24804, 0.12012)  0.225
H (-0.79868, -5.65757, -2.82586)  0.373
H (-0.39809, -5.99723, -1.14820)  0.398
H (0.54040, -4.81005, -2.05941)  0.258
H (-2.22674, 0.70574, -4.86226)  1.003
H (-0.03859, -0.11578, -5.53121)  0.602
H (0.15392, 1.50569, -4.85556)  0.284
H (0.59605, 0.08208, -3.89464)  -0.518
H (-1.24254, 1.05249, -2.03120)  -1.245
H (-2.86510, 1.30681, -2.62829)  -0.618
H (-1.57052, 2.37040, -3.18653)  0.771